14
Properties=species:S:1:pos:R:3 method="wB97M-V/def2-TZVPD" relative_energy_kcal_mol=95.8 gap_ev=9.110 homo_ev=-8.5 charge=0
C -1.40490 -0.14880 1.43419
O -0.79208 0.72729 0.47304
C 0.83196 0.83945 0.36409
C 0.94358 0.53452 -1.04769
C 1.35922 -0.79078 -1.44885
O 1.65024 -1.15584 -2.57347
H -2.02540 -0.87466 0.90636
H -2.02303 0.45125 2.10455
H -0.63469 -0.67248 2.00961
H 1.18295 0.08344 1.07389
H 1.02214 1.85486 0.70347
H 1.10211 1.34814 -1.75041
H -0.58563 0.39225 -0.58643
H 1.35344 -1.53419 -0.60635